Entry 1:
Here is a molecular structure, C45H43BGeIrN12S from the Open Molecules 2025 dataset. Energies are from ωB97M-V with the def2-TZVPD basis set.

Positions of all 104 atoms, in Å:
Ir: 0.6432 0.9301 -1.2781
C: 1.0045 -3.2222 -0.4073
C: 1.2685 -1.8779 -0.1721
N: 0.6542 -1.1232 -1.0769
N: -0.0209 -1.9577 -1.9190
C: 0.1934 -3.2285 -1.5175
B: -0.8007 -1.3430 -3.1001
N: -1.9303 -0.4362 -2.5968
C: -3.2309 -0.3367 -2.9617
C: -3.8243 0.6418 -2.2011
C: -2.7969 1.1102 -1.3745
N: -1.6710 0.4527 -1.6140
N: 0.2287 -0.5281 -3.9356
C: 0.7606 -0.6368 -5.1679
C: 1.5726 0.4516 -5.4155
C: 1.5120 1.1996 -4.2500
N: 0.7122 0.6058 -3.3600
N: -1.5011 -2.4413 -3.9873
C: -1.8216 -2.4383 -5.2490
C: -2.6235 -3.6158 -5.5150
C: -2.7269 -4.2370 -4.2365
N: -2.1109 -3.5584 -3.3217
H: 1.3584 -4.0707 0.1505
H: 1.8794 -1.4199 0.5868
H: -0.2321 -4.0617 -2.0450
H: -3.6605 -0.9535 -3.7321
H: -4.8474 0.9713 -2.2409
H: -2.8188 1.8915 -0.6310
H: 0.5828 -1.4911 -5.7967
H: 2.1399 0.6568 -6.3061
H: 2.0225 2.1152 -3.9991
H: -1.5468 -1.6584 -5.9402
H: -3.0554 -3.9103 -6.4590
H: -3.2541 -5.1451 -3.9841
C: 2.3383 1.9162 3.4247
N: 2.2907 2.8130 2.2629
C: 3.0258 3.9723 2.1157
C: 2.7021 4.5063 0.9224
N: 1.7592 3.6616 0.3377
C: 1.5402 2.6209 1.1774
S: 0.5429 1.2245 0.9693
C: 1.0070 4.0044 -0.8203
C: 0.8266 5.3490 -1.1026
C: 0.0887 5.7123 -2.2133
C: -0.4819 4.7110 -2.9853
C: -0.2749 3.4003 -2.6238
N: 0.4862 3.0242 -1.5714
H: 2.9634 2.3816 4.1805
H: 2.7684 0.9613 3.1284
H: 1.3318 1.7756 3.8179
H: 3.7153 4.3113 2.8696
H: 3.0817 5.3814 0.4274
H: 1.2303 6.1036 -0.4444
H: -0.0594 6.7573 -2.4505
H: -1.0933 4.9377 -3.8467
H: -0.7312 2.5951 -3.1781
C: -6.5573 -2.0530 3.0944
C: -5.9590 -1.1182 3.9630
C: -4.6102 -0.9120 3.8893
C: -3.8340 -1.5342 2.8567
C: -4.4465 -2.5189 2.0254
C: -5.7895 -2.7349 2.1064
Ge: -1.9249 -0.9176 2.5785
C: -0.8914 -2.4917 3.0338
C: -1.3992 -3.7836 3.1883
C: -0.5602 -4.8375 3.5189
C: 0.8004 -4.6236 3.6864
C: 1.3255 -3.3465 3.5272
C: 0.4872 -2.2938 3.2035
C: -1.6082 0.5203 3.8504
C: -2.0267 1.8278 3.5833
C: -1.8274 2.8384 4.5106
C: -1.1900 2.5576 5.7150
C: -0.7622 1.2667 5.9888
C: -0.9668 0.2503 5.0627
H: -7.6067 -2.2949 3.2109
H: -6.5615 -0.6075 4.7019
H: -4.1212 -0.2419 4.5853
H: -3.8480 -3.0496 1.2958
H: -6.2860 -3.4341 1.4469
H: -2.4582 -3.9843 3.0808
H: -0.9698 -5.8285 3.6611
H: 1.4485 -5.4468 3.9567
H: 2.3851 -3.1789 3.6721
H: 0.9057 -1.2957 3.1040
H: -2.5310 2.0586 2.6503
H: -2.1776 3.8422 4.3082
H: -1.0414 3.3425 6.4447
H: -0.2800 1.0457 6.9322
H: -0.6469 -0.7569 5.3032
C: 7.2751 0.0423 -2.2896
C: 5.8154 0.2419 -2.0372
C: 4.8459 -0.5650 -2.6286
C: 3.5096 -0.3513 -2.3561
N: 3.0704 0.6127 -1.5388
C: 3.9993 1.3863 -0.9600
C: 5.3530 1.2379 -1.1760
H: 7.4502 -0.5673 -3.1728
H: 7.7303 -0.4635 -1.4353
H: 7.7856 0.9970 -2.4098
H: 5.1316 -1.3616 -3.3025
H: 2.7544 -0.9888 -2.8019
H: 3.6424 2.1590 -0.2937
H: 6.0496 1.8989 -0.6771

Results
- ⟨S²⟩ = 8.794
- energy relative to the best compared isomer or geometry (same formula, charge and spin) (eV) = 0.354
- multiplicity = 6
- DFT total energy (eV) = -136072.493
- gap between HOMO and LUMO (alpha / beta) (eV) = 6.1 / 2.8
- LUMO energy (alpha / beta) (eV) = -10.519 / -13.766
- charge = +4



Entry 2:
Here is a molecular structure, C46H45FN9O6SV from the Open Molecules 2025 dataset. Energies are from ωB97M-V with the def2-TZVPD basis set.

Positions of all 109 atoms, in Å:
V: -0.6934 2.2466 0.1304
O: -4.0824 3.3821 -1.9869
C: -3.1222 2.8175 -1.4656
N: -2.2518 3.2572 -0.5603
C: -2.3006 4.5522 0.0214
C: -3.4159 5.3804 0.0577
C: -3.3458 6.6137 0.6982
C: -2.1677 7.0239 1.2987
C: -1.0369 6.2127 1.2511
C: -1.0882 4.9833 0.6101
N: -0.0050 4.0669 0.4882
C: 1.2717 4.4673 0.4922
O: 1.7365 5.6007 0.5902
C: 2.2442 3.3151 0.3267
C: 3.5189 3.5694 -0.1529
C: 4.3946 2.5113 -0.2984
C: 3.9723 1.2353 0.0506
C: 2.6890 1.0770 0.5401
N: 1.8313 2.0934 0.6818
C: -2.8563 1.3781 -1.8748
C: -3.1350 0.9818 -3.1736
C: -2.9519 -0.3424 -3.5187
C: -2.5442 -1.2430 -2.5433
C: -2.2986 -0.7621 -1.2752
N: -2.4230 0.5258 -0.9329
H: -4.3276 5.0531 -0.4162
H: -4.2233 7.2502 0.7264
H: -2.1173 7.9802 1.8070
H: -0.1121 6.5324 1.7044
H: 3.7805 4.5885 -0.4042
H: 5.3975 2.6762 -0.6739
H: 4.6213 0.3757 -0.0555
H: 2.3169 0.1030 0.8349
H: -3.4823 1.7278 -3.8759
H: -3.1323 -0.6754 -4.5335
H: -2.4041 -2.2936 -2.7639
H: -1.9869 -1.4390 -0.4838
C: 3.8863 3.4177 -4.3752
C: 2.6213 3.5712 -5.2144
N: 1.5293 4.2761 -4.5370
C: 1.4427 5.7210 -4.7415
C: 2.0942 6.5359 -3.6280
C: 0.7175 3.6518 -3.6304
S: -0.5637 4.4403 -2.9187
N: 1.0934 2.3274 -3.4528
C: 0.7398 1.5471 -2.5110
O: 0.1258 1.8725 -1.4324
C: 1.2122 0.1027 -2.6510
C: 0.9133 -0.8405 -1.6878
C: 1.3277 -2.1641 -1.8279
C: 2.0721 -2.5507 -2.9285
C: 2.3953 -1.6039 -3.8929
C: 1.9618 -0.2918 -3.7564
H: 4.6235 2.8085 -4.9073
H: 3.6445 2.9232 -3.4321
H: 4.3384 4.3875 -4.1555
H: 2.2636 2.5889 -5.4987
H: 2.8445 4.1236 -6.1269
H: 0.3907 5.9872 -4.8070
H: 1.9174 5.9398 -5.6978
H: 1.5994 6.3268 -2.6777
H: 1.9969 7.6046 -3.8358
H: 3.1557 6.2955 -3.5307
H: 0.3698 -0.5341 -0.8063
H: 1.0670 -2.8924 -1.0717
H: 2.3981 -3.5773 -3.0365
H: 2.9852 -1.8857 -4.7559
H: 2.1989 0.4487 -4.5058
C: -2.2265 -2.7488 6.2361
C: -3.1308 -2.6745 5.0169
N: -2.4491 -2.1049 3.8413
C: -2.5735 -0.7828 3.6167
C: -1.8221 -0.0473 2.7644
C: -2.1660 1.4214 2.6571
O: -2.9935 1.8893 3.4089
O: -1.4990 2.0366 1.7468
C: -0.7258 -0.6701 2.0690
O: 0.0193 -0.1186 1.2785
C: -0.5383 -2.1283 2.3925
C: 0.5297 -2.8034 1.8439
C: 0.6360 -4.1565 2.0131
F: 1.6901 -4.8124 1.4859
C: -0.3274 -4.8934 2.7212
C: -1.3193 -4.2115 3.3378
C: -1.4356 -2.8075 3.2042
N: -0.3311 -6.3179 2.7850
C: -0.3359 -6.9809 1.4684
C: -0.6080 -8.4573 1.6633
N: 0.4384 -9.0341 2.5490
C: 0.4263 -8.3487 3.8663
C: 0.7113 -6.8788 3.6635
H: -2.7817 -3.1216 7.0978
H: -1.8393 -1.7567 6.4755
H: -1.3763 -3.4089 6.0587
H: -3.9838 -2.0338 5.2227
H: -3.5257 -3.6564 4.7647
H: -3.3654 -0.2810 4.1626
H: 1.2751 -2.2424 1.2925
H: -2.0220 -4.7947 3.9172
H: 0.6077 -6.8558 0.9293
H: -1.1303 -6.5404 0.8619
H: -0.5768 -9.0103 0.7226
H: -1.5675 -8.6062 2.1483
H: 1.3741 -8.8671 2.0982
H: 0.3340 -10.1485 2.6581
H: 1.1598 -8.8451 4.5039
H: -0.5699 -8.4679 4.2826
H: 1.7172 -6.7444 3.2553
H: 0.6694 -6.3690 4.6291

Results
- ⟨S²⟩ = 3.761
- energy relative to the best compared isomer or geometry (same formula, charge and spin) (eV) = 0.000
- multiplicity = 4
- DFT total energy (eV) = -113373.115
- gap between HOMO and LUMO (alpha / beta) (eV) = 4.1 / 5.9
- LUMO energy (alpha / beta) (eV) = 1.602 / 1.567
- charge = -1



Entry 3:
Here is 2 unconnected molecules or ions with the total composition C4H14N2 from the Open Molecules 2025 dataset. Energies are from ωB97M-V with the def2-TZVPD basis set.

Positions of all 20 atoms, in Å:
C: 0.9686 1.4472 -1.7416
C: 0.3699 0.5289 -2.8036
N: 0.8081 0.7559 -4.1664
H: 1.0572 0.9255 -0.7884
H: 1.9501 1.7977 -2.0261
H: 0.3654 2.3451 -1.5720
H: 0.5294 -0.5237 -2.5533
H: -0.7219 0.5743 -2.7438
H: 1.0208 1.7287 -4.3388
H: 1.6603 0.2484 -4.3758
C: -0.6214 -1.9848 1.9696
N: -0.4155 -1.2338 3.2235
C: -1.1971 -0.0230 3.3479
H: -1.5683 -1.6881 1.5334
H: 0.1897 -1.8643 1.2585
H: -0.6752 -3.0546 2.2177
H: 0.5653 -1.0259 3.3398
H: -0.6392 0.8031 3.7958
H: -2.0580 -0.1579 4.0173
H: -1.5882 0.4012 2.4064

Results
- energy relative to the best compared isomer or geometry (same formula, charge and spin) (eV) = 0.816
- DFT total energy (eV) = -7354.301
- SMILES = CCN.CNC
- gap between HOMO and LUMO (eV) = 9.6
- LUMO energy (eV) = 0.894
- charge = 0



Entry 4:
Here is C5H7F in the gas phase from the Open Molecules 2025 dataset. Energies are from ωB97M-V with the def2-TZVPD basis set.

Positions of all 13 atoms, in Å:
C: -1.3255 -0.3637 0.3394
C: -0.1326 -0.2079 0.4562
C: -2.7054 -0.6677 0.0009
C: 1.9391 0.8583 -0.5598
C: 1.3626 0.0244 0.5264
F: 2.0442 -1.1736 0.6318
H: -3.3690 0.2269 0.2629
H: -2.7260 -0.7654 -1.0517
H: -3.0228 -1.6868 0.5346
H: 3.0993 0.9107 -0.4861
H: 1.6681 0.5036 -1.6990
H: 1.4748 1.8003 -0.4658
H: 1.6931 0.5410 1.5101

Results
- energy relative to the best compared isomer or geometry (same formula, charge and spin) (eV) = 1.797
- DFT total energy (eV) = -8013.414
- SMILES = CC#C[C@H](C)F
- gap between HOMO and LUMO (eV) = 10.7
- LUMO energy (eV) = 0.936
- charge = 0